No. 1
95
Properties=species:S:1:pos:R:3:forces:R:3 method="wB97M-V/def2-TZVPD" homo_ev=-16.6 energy_ha=-4578.2588 homo_lumo_gap_ev=4.684 total_charge=+3 fmax_ha_per_bohr=0.0041
W 0.003473 1.415218 -1.358700 -0.002 0.079 -0.042
C 1.687901 -5.130286 1.459786 -0.004 -0.005 -0.001
C 2.031607 -5.106653 -0.037769 0.005 -0.015 0.002
C 1.069471 -6.026281 -0.806900 -0.005 -0.002 0.006
C 3.458719 -5.622274 -0.222541 -0.002 0.009 -0.004
C 1.863949 -3.681964 -0.555160 0.006 0.004 0.000
C 0.615087 -3.056941 -0.441534 -0.065 0.020 0.015
C 0.473998 -1.766824 -0.894386 0.078 -0.023 -0.017
Se -1.224475 -0.871119 -1.039330 -0.074 -0.177 0.063
C -1.847865 -0.310840 0.692774 -0.039 0.055 0.055
C -2.417866 -1.177324 1.597820 0.024 -0.040 -0.045
C -3.003761 -0.651468 2.754018 -0.012 0.009 0.003
C -3.001543 0.731727 2.911427 0.002 0.022 -0.004
C -2.450747 1.652972 2.012588 0.037 -0.035 -0.014
C -1.880771 1.075233 0.886673 0.049 -0.038 -0.030
O -1.270669 1.817513 -0.126935 0.093 0.000 -0.111
C -2.508943 3.143727 2.361658 0.000 0.028 -0.016
C -3.985650 3.556903 2.471026 0.006 0.000 0.005
C -1.833239 4.062814 1.339429 0.005 -0.007 0.004
C -1.806050 3.355098 3.712448 -0.011 0.001 -0.001
C -3.651146 -1.535199 3.814989 -0.001 -0.015 0.007
C -3.547810 -3.018694 3.461605 -0.003 0.002 0.002
C -5.135552 -1.156096 3.937071 0.004 0.005 -0.004
C -2.940847 -1.295261 5.156634 0.001 0.001 -0.002
C 1.539623 -1.093063 -1.498738 0.011 0.005 -0.001
O 1.263036 0.215962 -1.901841 -0.085 0.111 0.023
C 2.790707 -1.671489 -1.663638 -0.065 0.031 0.031
C 2.897406 -2.976472 -1.167200 0.027 0.008 -0.002
C 3.966483 -0.943792 -2.322295 0.016 0.011 -0.014
C 5.216516 -1.826019 -2.355616 0.014 -0.003 -0.006
C 3.603343 -0.582725 -3.771290 -0.011 -0.012 0.023
C 4.310466 0.327516 -1.528544 -0.014 -0.011 0.004
H 1.803287 -6.143763 1.843298 0.001 -0.002 -0.001
H 2.353310 -4.478468 2.028911 0.003 0.002 0.001
H 0.656629 -4.826989 1.651120 -0.004 0.003 0.001
H 1.184155 -7.050073 -0.451435 0.003 -0.001 0.002
H 0.024609 -5.746664 -0.660552 -0.004 0.002 -0.004
H 1.282817 -6.016030 -1.876721 0.000 0.001 -0.003
H 3.524914 -6.634766 0.173185 -0.003 -0.002 0.002
H 3.744959 -5.669316 -1.274862 0.001 -0.001 -0.003
H 4.187728 -5.014919 0.317830 0.003 0.001 0.001
H -0.226237 -3.589382 -0.017981 -0.005 -0.001 0.000
H -2.429187 -2.241768 1.410317 0.004 -0.003 -0.001
H -3.467753 1.133457 3.800242 0.002 -0.001 0.013
H -4.509058 3.416196 1.523736 0.001 -0.004 -0.003
H -4.512969 2.988798 3.236237 -0.006 0.003 0.001
H -4.050295 4.610833 2.742364 0.001 0.002 0.001
H -2.313855 4.015553 0.360101 0.004 0.004 0.002
H -1.920238 5.090553 1.690618 -0.005 0.002 0.010
H -0.765706 3.845432 1.233305 -0.011 0.009 -0.001
H -2.285640 2.804242 4.519857 0.001 -0.011 0.005
H -0.758721 3.046763 3.666961 0.005 -0.003 -0.002
H -1.838008 4.412131 3.976930 -0.001 0.004 0.001
H -4.073302 -3.257836 2.534316 0.002 0.000 -0.004
H -2.508985 -3.349042 3.382411 0.003 -0.003 -0.001
H -4.011636 -3.607671 4.251511 -0.001 0.002 0.002
H -5.662416 -1.307797 2.993665 -0.001 0.000 -0.002
H -5.609270 -1.783183 4.692003 0.001 -0.003 0.002
H -5.270568 -0.118168 4.243662 -0.002 0.003 0.001
H -1.881413 -1.551641 5.095916 0.004 -0.001 0.000
H -3.026751 -0.260008 5.488831 0.000 0.003 0.000
H -3.394434 -1.921821 5.924242 -0.002 -0.003 0.001
H 3.850400 -3.469725 -1.270874 -0.011 -0.004 0.012
H 5.056068 -2.738789 -2.930349 0.007 0.000 -0.004
H 6.023853 -1.276474 -2.838480 0.001 0.001 -0.002
H 5.556934 -2.094175 -1.354518 0.002 -0.002 0.004
H 3.344784 -1.473729 -4.344287 -0.003 0.000 -0.002
H 2.767720 0.117690 -3.821765 -0.014 0.010 -0.008
H 4.457401 -0.109625 -4.256379 0.004 -0.002 0.005
H 4.534926 0.089946 -0.486739 0.002 0.001 0.002
H 5.195032 0.796422 -1.960521 0.000 -0.002 -0.009
H 3.502852 1.063763 -1.558297 0.008 0.003 0.000
N -2.985842 3.676235 -7.638000 -0.011 0.007 -0.020
C -2.507500 3.335453 -6.649295 0.011 -0.004 0.022
C -1.911552 2.916049 -5.424019 -0.015 0.006 -0.013
C -2.509836 3.294822 -4.205258 -0.005 0.012 0.039
C -1.947947 2.887873 -3.027834 -0.044 0.027 0.024
C -0.755619 2.083591 -3.028889 -0.088 0.001 -0.190
C -0.170479 1.720773 -4.292422 0.035 -0.001 -0.038
C -0.742568 2.131091 -5.464316 0.034 -0.026 0.023
H -3.409778 3.894957 -4.219317 -0.001 0.001 0.012
H -2.410049 3.168504 -2.088990 -0.009 0.001 -0.013
H 0.724074 1.110385 -4.319940 -0.006 -0.004 -0.013
H -0.318412 1.859038 -6.421576 0.013 -0.010 0.007
I 1.648908 1.101778 1.338169 0.079 0.004 0.130
C 2.059579 2.854942 0.295453 -0.038 -0.002 -0.067
C 2.966389 3.791719 0.732436 0.001 -0.032 0.042
C 3.161249 4.929630 -0.042234 -0.010 0.007 -0.028
C 2.445019 5.090872 -1.222867 0.009 0.001 0.020
C 1.555384 4.114777 -1.601515 -0.022 -0.026 -0.008
N 1.357499 2.998503 -0.852089 0.104 0.022 0.123
H 3.509090 3.640498 1.655244 -0.005 -0.005 -0.001
H 3.868811 5.684403 0.277145 0.001 -0.001 0.001
H 2.575126 5.965430 -1.844437 -0.003 -0.002 -0.006
H 0.977669 4.194823 -2.510786 0.002 0.000 0.002

---

No. 2
104
Properties=species:S:1:pos:R:3:forces:R:3 method="wB97M-V/def2-TZVPD" homo_ev=-14.3 energy_ha=-4249.3257 homo_lumo_gap_ev=4.248 total_charge=+3 fmax_ha_per_bohr=0.0439
Ti 1.229581 1.279285 1.013728 -0.908 1.637 -1.260
C -0.347403 -2.813507 1.367141 -0.104 -0.202 0.171
C -1.286496 -2.739982 2.389135 -0.096 -0.055 0.056
C -1.623262 -1.500396 2.892641 -0.177 -0.073 0.127
C -0.995650 -0.354034 2.421364 0.040 0.363 -0.160
N -0.068136 -0.429216 1.424615 0.103 0.212 0.510
C 0.215138 -1.652209 0.921273 -0.041 0.197 0.118
N -1.402374 0.846495 3.007755 -0.081 -0.802 -0.221
C -0.664967 1.856420 3.167993 0.443 0.110 0.209
N 0.693449 2.000042 2.715958 0.018 0.398 -0.176
C 1.177299 3.233322 3.246020 -0.261 -0.405 0.143
N 2.343531 3.702335 3.099970 0.332 0.030 -0.236
C 3.293137 3.218059 2.229558 -0.293 -0.075 -0.231
C 4.617283 3.561530 2.515582 0.095 0.057 0.160
C 5.613554 3.276741 1.621738 0.143 -0.016 -0.075
C 5.264028 2.703034 0.390978 0.266 0.074 0.133
C 3.964188 2.377427 0.163231 -0.376 0.027 0.249
N 2.957690 2.555642 1.079459 0.368 0.247 0.620
C 0.090240 3.882269 3.981939 0.031 -0.152 -0.077
C 0.065806 5.098209 4.637243 0.048 0.122 0.030
C -1.148169 5.488827 5.190180 -0.076 -0.008 0.024
C -2.282408 4.675487 5.100755 0.004 0.078 0.036
C -2.241668 3.442871 4.458200 -0.177 -0.012 0.058
C -1.036479 3.071230 3.896749 0.201 -0.036 -0.120
H -0.062678 -3.755088 0.917370 -0.054 0.029 -0.004
H -1.760685 -3.636622 2.771427 0.021 0.070 -0.004
H -2.366589 -1.371294 3.668119 0.021 -0.057 -0.039
H 0.922629 -1.677399 0.118921 0.074 -0.075 -0.158
H 4.805995 4.077376 3.447999 -0.005 0.002 -0.064
H 6.642843 3.539227 1.840402 -0.084 -0.019 -0.028
H 5.999631 2.540597 -0.384804 -0.014 0.038 0.013
H 3.669226 2.008057 -0.801115 -0.084 -0.096 -0.064
H 0.951471 5.718525 4.711519 -0.081 -0.038 -0.022
H -1.218718 6.442493 5.698441 -0.011 -0.057 -0.013
H -3.211812 5.013290 5.544480 0.081 -0.013 -0.023
H -3.115058 2.802374 4.402789 0.085 0.059 -0.005
C 3.970716 -1.178453 -1.417857 0.117 -0.162 0.024
C 3.065606 -0.591359 -0.395400 0.553 -0.326 0.378
N 2.053075 0.147311 -0.681604 0.041 -0.318 0.065
N 1.705821 0.224807 -2.004157 0.183 0.488 0.040
C 1.328510 1.427414 -2.524679 -0.132 -0.288 0.066
N 1.034832 1.416976 -3.809839 0.053 0.241 -0.357
S 1.235045 2.783180 -1.552213 0.168 -0.137 0.355
C 3.306009 -0.822040 1.055063 -0.092 0.133 -0.377
C 4.145416 -1.806228 1.503903 0.342 -0.395 0.167
C 4.291687 -2.005009 2.879669 0.140 -0.149 -0.214
C 3.587894 -1.201819 3.745455 -0.006 0.026 0.190
C 2.746293 -0.233592 3.220889 -0.005 0.060 -0.054
N 2.602229 -0.048847 1.908402 0.098 -0.432 0.020
H 4.117314 -0.472345 -2.237208 -0.033 -0.022 -0.032
H 4.946997 -1.397296 -0.994170 -0.011 -0.008 -0.002
H 3.563427 -2.108866 -1.833806 0.050 0.100 0.018
H 1.998443 -0.528078 -2.609747 -0.129 -0.172 -0.056
H 1.130157 0.597368 -4.393726 -0.122 0.001 0.077
H 0.781151 2.284593 -4.258307 -0.013 -0.033 -0.031
H 4.671418 -2.441360 0.803465 0.026 0.050 0.079
H 4.951512 -2.778513 3.254056 -0.037 0.022 -0.043
H 3.671685 -1.316298 4.818556 -0.012 0.027 -0.049
H 2.169313 0.411544 3.862861 -0.084 0.071 0.065
C -4.365783 -0.803995 -0.189695 -0.288 0.132 0.409
Si -4.599000 -1.863242 -1.707079 0.213 -0.109 -0.140
C -4.323071 -3.640191 -1.261501 -0.122 -0.304 0.133
C -6.227787 -1.579910 -2.519980 -0.380 0.024 0.017
C -3.278661 -1.331133 -2.940686 -0.052 0.023 -0.194
Te -1.274272 -1.707505 -2.316839 -0.017 0.197 -0.141
C -1.102677 -3.752843 -2.892089 -0.042 -0.197 0.148
Si 0.260811 -4.016056 -4.162838 -0.172 0.063 0.268
C 1.810216 -3.335384 -3.321123 0.358 -0.006 -0.035
C 0.425850 -5.824971 -4.466704 0.170 -0.302 -0.183
C -0.138445 -3.049063 -5.681829 0.061 0.065 -0.462
H -4.937921 -1.214408 0.653034 0.109 0.074 -0.131
H -4.724820 0.222218 -0.346774 -0.138 -0.577 0.188
H -3.309226 -0.773814 0.105579 -0.161 -0.026 0.034
H -5.074447 -3.966575 -0.531881 0.120 0.017 -0.094
H -3.334434 -3.796769 -0.819094 -0.046 -0.026 -0.017
H -4.420408 -4.294317 -2.134026 0.031 0.040 0.085
H -7.058121 -1.810344 -1.843367 0.066 0.033 -0.103
H -6.331575 -2.222414 -3.398861 -0.027 0.066 0.034
H -6.338959 -0.540708 -2.842666 -0.030 -0.071 -0.010
H -3.340485 -0.253336 -3.127764 0.063 -0.092 -0.073
H -3.407689 -1.832297 -3.905620 0.084 0.117 0.053
H -2.085598 -4.057607 -3.261769 0.075 0.047 0.042
H -0.893544 -4.338463 -1.990917 -0.150 0.051 -0.062
H 2.271144 -4.106029 -2.688294 -0.073 0.159 -0.050
H 1.536919 -2.478563 -2.688927 -0.008 -0.124 -0.043
H 2.563437 -3.010761 -4.051995 -0.101 -0.054 0.123
H 0.687384 -6.362223 -3.550015 -0.042 0.008 -0.086
H 1.202393 -6.034942 -5.211748 -0.104 -0.013 0.105
H -0.513197 -6.237599 -4.848426 0.090 0.006 0.039
H -0.347026 -2.000720 -5.455008 -0.021 -0.020 -0.037
H -1.018556 -3.472058 -6.179871 0.090 0.092 0.049
H 0.686662 -3.088020 -6.404301 -0.141 0.018 0.090
N -2.430206 6.438991 1.430678 0.065 -0.341 -0.141
C -2.314762 5.379934 0.996229 -0.067 0.108 0.059
C -2.147060 4.028347 0.519584 -0.289 0.340 0.043
C -3.180296 3.304346 -0.071117 -0.053 0.034 -0.025
C -2.930439 1.999144 -0.458882 -0.060 0.285 -0.212
C -1.694668 1.442826 -0.200696 0.248 0.206 0.062
N -0.700879 2.140607 0.378121 -0.561 -0.383 0.211
C -0.925805 3.421801 0.701873 0.279 -0.238 -0.133
H -4.151243 3.761491 -0.219789 0.047 -0.013 -0.014
H -3.692652 1.402702 -0.944246 0.341 0.333 0.032
H -1.485721 0.412338 -0.462171 0.018 0.027 0.049
H -0.104098 3.997014 1.105126 0.072 -0.001 0.106